[1]
Entry from the OMol25 dataset: a structure of composition C36H48CrN8OSSeTe (ωB97M-V with the def2-TZVPD basis set).

Each line ends with the Mulliken spin population.
Cartesian coordinates (Å):
Cr1 0.529 -0.409 0.633  4.0052
N1 2.559 1.157 3.887  0.0207
C1 3.231 2.370 3.552  -0.0049
C2 4.407 2.728 4.185  0.0038
C3 5.042 3.906 3.812  -0.0020
C4 4.519 4.694 2.796  0.0032
C5 3.348 4.313 2.149  -0.0006
C6 2.696 3.161 2.555  0.0071
S1 1.138 2.681 1.894  0.0336
N2 1.308 0.961 1.923  -0.0662
C7 1.831 0.466 3.003  -0.0223
C8 1.554 -0.984 3.291  0.1021
C9 2.035 -1.654 4.392  0.0093
C10 1.655 -2.976 4.600  0.0099
C11 0.819 -3.578 3.686  -0.0002
C12 0.400 -2.845 2.586  0.0734
N3 0.749 -1.573 2.393  -0.1620
H1 2.934 0.659 4.676  -0.0050
H2 4.826 2.098 4.963  0.0002
H3 5.954 4.201 4.314  -0.0001
H4 5.024 5.604 2.501  0.0001
H5 2.931 4.917 1.351  0.0001
H6 2.708 -1.180 5.094  0.0014
H7 2.015 -3.518 5.464  0.0002
H8 0.496 -4.603 3.806  -0.0001
H9 -0.235 -3.288 1.829  -0.0056
N4 -4.777 0.037 1.310  0.0002
C13 -5.148 1.200 2.147  0.0010
C14 -4.369 1.250 3.467  -0.0013
C15 -2.928 1.774 3.443  0.0166
N5 -1.942 0.757 2.989  0.0171
C16 -2.821 3.018 2.548  -0.0028
C17 -3.449 2.797 1.174  -0.0009
N6 -2.760 1.637 0.476  -0.0169
C18 -4.930 2.477 1.333  0.0003
H10 -4.588 -0.779 1.877  -0.0002
H11 -3.436 0.875 0.373  -0.0021
H12 -5.554 -0.208 0.708  0.0000
H13 -6.204 1.142 2.418  0.0000
H14 -4.407 0.271 3.959  0.0001
H15 -4.924 1.931 4.117  0.0001
H16 -2.696 2.072 4.466  0.0009
H17 -2.208 -0.171 3.296  0.0086
H18 -1.041 0.963 3.403  -0.0057
H19 -1.773 3.310 2.446  -0.0010
H20 -3.347 3.843 3.030  -0.0004
H21 -3.312 3.674 0.546  0.0004
H22 -2.086 1.212 1.133  0.0051
H23 -2.268 1.843 -0.405  -0.0048
H24 -5.409 2.383 0.353  0.0000
H25 -5.405 3.314 1.847  0.0000
C19 -3.563 -0.512 -2.384  0.0062
N7 -2.406 -1.265 -2.835  -0.0004
C20 -1.475 -1.849 -2.069  -0.0071
Se1 -1.395 -1.905 -0.197  0.0323
N8 -0.600 -2.446 -2.885  -0.0030
C21 -0.960 -2.256 -4.220  0.0012
C22 -0.389 -2.672 -5.412  0.0006
C23 -1.038 -2.288 -6.571  -0.0004
C24 -2.207 -1.513 -6.539  0.0001
C25 -2.766 -1.097 -5.344  -0.0004
C26 -2.110 -1.490 -4.186  0.0014
H26 -3.633 -0.602 -1.305  0.0021
H27 -4.462 -0.927 -2.837  0.0012
H28 -3.459 0.533 -2.678  -0.0022
H29 0.155 -3.019 -2.546  0.0000
H30 0.520 -3.259 -5.437  0.0001
H31 -0.633 -2.591 -7.528  0.0000
H32 -2.683 -1.237 -7.471  0.0000
H33 -3.671 -0.502 -5.319  0.0000
Te1 0.275 1.387 -1.329  -0.0897
C27 0.919 0.759 -3.233  0.0209
C28 2.081 0.001 -3.369  0.0034
C29 2.608 -0.249 -4.632  0.0008
C30 1.981 0.262 -5.763  -0.0004
C31 0.816 1.005 -5.627  0.0005
C32 0.281 1.252 -4.367  -0.0067
H34 2.592 -0.365 -2.486  0.0055
H35 3.525 -0.819 -4.731  0.0002
H36 2.406 0.091 -6.744  0.0000
H37 0.324 1.406 -6.505  0.0002
H38 -0.618 1.850 -4.270  -0.0005
C33 4.367 -0.430 -0.328  0.0123
C34 3.636 -1.486 0.473  0.0305
O1 2.394 -1.861 -0.147  -0.0264
C35 2.550 -2.855 -1.170  0.0209
C36 1.848 -4.139 -0.790  0.0009
H39 5.294 -0.146 0.175  0.0022
H40 3.742 0.460 -0.437  -0.0037
H41 4.624 -0.796 -1.323  0.0004
H42 3.387 -1.100 1.460  -0.0200
H43 4.248 -2.379 0.620  0.0057
H44 3.614 -3.039 -1.328  0.0011
H45 2.166 -2.434 -2.103  -0.0072
H46 2.324 -4.591 0.084  0.0000
H47 1.904 -4.859 -1.609  -0.0001
H48 0.799 -3.953 -0.550  0.0021

Atoms 1-3, force components in eV/Å:
-0.2922 -0.6002 -1.0505
0.2221 0.3781 0.2599
0.0109 -0.1751 0.1357

Calculated values
E_HOMO (spin up / spin down)   -11.226 / -11.337 eV
E_tot   -6025.64745 Eh
Charge   +2
Spin multiplicity   5
Energy above the lowest of the compared OMol25 structures with the same formula, charge and spin   0.00 kJ/mol
⟨S²⟩   6.039
Lowest unoccupied orbital energy (spin up / spin down)   -0.2046 / -0.2090 Ha

[2]
Entry from the OMol25 dataset: a structure of composition C36H48N5O2OsSeSi (ωB97M-V with the def2-TZVPD basis set).

Each line ends with the Löwdin charge.
Cartesian coordinates (Å):
Os1 -0.858 -0.272 0.180  1.2567
C1 -1.630 1.218 1.553  -0.3455
Si1 -1.410 2.863 0.773  0.6045
C2 -1.275 2.533 -1.091  -0.2433
N1 -0.564 1.250 -1.388  -0.3058
C3 0.941 1.495 -1.446  -0.1702
C4 1.538 1.341 -2.837  -0.1908
C5 0.767 2.145 -3.874  -0.1740
C6 -0.724 1.740 -3.871  -0.1656
C7 -1.036 0.774 -2.733  -0.2111
C8 0.135 3.759 1.386  -0.2337
C9 0.925 3.253 2.419  -0.0844
C10 2.031 3.950 2.888  -0.0854
C11 2.380 5.165 2.315  -0.0982
C12 1.614 5.682 1.277  -0.0938
C13 0.502 4.985 0.826  -0.1009
C14 -2.857 4.063 0.951  -0.2354
C15 -3.279 4.892 -0.091  -0.1023
C16 -4.337 5.778 0.073  -0.0960
C17 -4.999 5.849 1.291  -0.1026
C18 -4.598 5.032 2.340  -0.0945
C19 -3.541 4.150 2.166  -0.0940
H1 -2.651 1.005 1.875  0.0094
H2 -0.982 1.070 2.426  -0.0163
H3 -0.824 3.341 -1.677  0.0863
H4 -2.310 2.424 -1.434  0.0923
H5 1.427 0.822 -0.751  0.0547
H6 1.114 2.510 -1.074  0.1142
H7 1.575 0.286 -3.113  0.0763
H8 2.584 1.653 -2.798  0.1085
H9 1.207 1.987 -4.859  0.1074
H10 0.867 3.215 -3.656  0.1048
H11 -0.991 1.234 -4.801  0.1103
H12 -1.367 2.620 -3.808  0.0963
H13 -0.564 -0.184 -2.933  0.1002
H14 -2.107 0.590 -2.643  0.1074
H15 0.679 2.294 2.862  0.0788
H16 2.619 3.542 3.701  0.1002
H17 3.245 5.709 2.676  0.0962
H18 1.882 6.629 0.824  0.0971
H19 -0.096 5.413 0.026  0.0993
H20 -2.778 4.851 -1.054  0.0948
H21 -4.646 6.409 -0.752  0.0973
H22 -5.826 6.536 1.421  0.0958
H23 -5.113 5.079 3.292  0.0980
H24 -3.243 3.510 2.992  0.1031
O1 -1.025 -2.878 3.736  -0.0035
C20 -1.015 -2.164 2.767  -0.5301
N2 -1.014 -1.453 1.830  -0.0611
Se1 2.891 -2.366 -2.101  0.3291
C21 3.867 -1.234 -3.147  -1.0219
N3 4.464 -0.480 -3.801  -0.0254
C22 -3.689 -2.016 -0.915  -0.0576
C23 -2.337 -2.555 -1.376  -0.5470
C24 -2.022 -3.835 -0.558  -0.0389
C25 -1.240 -1.616 -1.002  -0.2303
C26 -2.262 -2.808 -2.881  -0.1757
C27 -1.353 -3.725 -3.407  -0.0297
C28 -1.205 -3.886 -4.776  -0.0736
C29 -1.969 -3.135 -5.656  -0.0995
C30 -2.877 -2.217 -5.151  -0.0902
C31 -3.017 -2.053 -3.779  -0.0476
H25 -3.627 -1.769 0.144  0.0732
H26 -4.471 -2.767 -1.060  0.0922
H27 -3.977 -1.105 -1.442  0.0646
H28 -2.285 -3.668 0.488  0.0772
H29 -0.963 -4.093 -0.591  0.0842
H30 -2.599 -4.678 -0.948  0.0926
H31 -0.272 -1.852 -1.508  0.0684
H32 -0.716 -4.298 -2.746  0.1096
H33 -0.468 -4.584 -5.151  0.1041
H34 -1.846 -3.253 -6.726  0.0961
H35 -3.476 -1.614 -5.824  0.0971
H36 -3.724 -1.320 -3.414  0.0966
C32 4.294 -1.090 3.612  -0.0666
N4 3.171 -0.299 3.134  -0.1455
C33 1.910 -0.654 3.768  -0.0566
C34 3.080 0.089 1.802  -0.4992
O2 2.018 -0.004 1.203  -0.0094
N5 4.215 0.581 1.215  -0.1314
C35 5.232 1.322 1.933  -0.0724
C36 4.200 0.790 -0.222  -0.0551
H37 3.999 -2.141 3.697  0.0905
H38 4.623 -0.748 4.597  0.0842
H39 5.130 -1.040 2.925  0.0761
H40 1.992 -0.486 4.843  0.0889
H41 1.648 -1.703 3.595  0.0898
H42 1.105 -0.049 3.360  0.0591
H43 4.965 1.420 2.982  0.0785
H44 5.318 2.325 1.505  0.0849
H45 6.213 0.841 1.862  0.0844
H46 3.601 0.026 -0.706  0.0140
H47 5.218 0.703 -0.605  0.0946
H48 3.816 1.786 -0.471  0.0919

Atoms 1-3, force components in eV/Å:
1.0015 -0.4620 -0.5348
-0.5951 -0.6493 -0.5883
0.1437 0.2056 -0.3793

Calculated values
E_HOMO   -4.278 eV
E_tot   -4606.48062 Eh
Charge   -1
Spin multiplicity   1
Energy above the lowest of the compared OMol25 structures with the same formula, charge and spin   67.96 kJ/mol
Lowest unoccupied orbital energy   0.0816 Ha

[3]
Entry from the OMol25 dataset: a structure of composition C36H49BBrN2O4ReS4Si (ωB97M-V with the def2-TZVPD basis set).

Each line ends with the Mulliken spin population.
Cartesian coordinates (Å):
Re1 -2.064 2.687 0.158  2.5858
O1 -0.965 4.158 0.403  0.0633
C1 0.206 4.288 1.096  0.0733
C2 0.724 5.564 1.182  -0.0390
C3 1.952 5.717 1.808  0.0902
C4 2.635 4.633 2.375  -0.0270
C5 2.117 3.356 2.308  0.0539
C6 0.834 3.155 1.684  0.0389
C7 0.212 1.901 1.905  0.1727
N1 -1.089 1.718 1.679  -0.0629
N2 -1.884 1.028 2.537  0.0113
C8 -3.079 0.931 2.048  -0.0319
O2 -3.289 1.249 0.779  -0.1023
C9 -4.155 0.302 2.816  0.0276
C10 -5.338 0.080 2.158  0.0185
C11 -6.414 -0.369 2.908  -0.0049
C12 -6.368 -0.499 4.296  0.0093
C13 -5.162 -0.281 4.940  -0.0056
C14 -4.030 0.097 4.188  0.0097
H1 0.094 6.335 0.754  -0.0037
H2 2.348 6.754 1.849  0.0064
H3 3.649 4.712 2.717  0.0008
H4 2.618 2.478 2.727  0.0022
H5 0.797 1.141 2.445  0.0073
H6 -5.476 0.201 1.101  -0.0023
H7 -7.331 -0.595 2.360  -0.0001
H8 -7.218 -0.819 4.826  0.0014
H9 -5.080 -0.428 6.026  -0.0004
H10 -3.117 0.260 4.737  -0.0015
S1 -1.694 -1.229 -2.766  -0.0109
S2 -2.891 0.408 -3.143  0.0270
S3 -1.767 2.028 -2.401  -0.0278
S4 -3.289 3.485 -1.535  0.1153
C15 5.012 3.355 -3.960  0.0004
C16 3.623 2.931 -3.419  0.0010
C17 3.151 4.016 -2.380  -0.0024
C18 2.642 3.122 -4.642  -0.0052
Si1 3.543 1.187 -2.558  0.0169
Br1 1.593 1.351 -1.360  -0.0204
C19 3.241 -0.265 -3.803  -0.0007
C20 3.302 -1.645 -3.078  0.0002
C21 1.864 -0.147 -4.472  0.0035
C22 4.306 -0.197 -4.910  0.0002
C23 4.875 0.859 -1.241  0.0016
C24 4.412 -0.255 -0.292  -0.0022
C25 6.259 0.391 -1.801  0.0002
C26 5.033 2.157 -0.358  -0.0014
H11 4.967 4.399 -4.318  -0.0001
H12 5.353 2.764 -4.846  0.0001
H13 5.807 3.318 -3.202  0.0000
H14 3.320 5.000 -2.892  0.0001
H15 3.787 3.957 -1.502  -0.0005
H16 2.093 3.969 -2.127  0.0034
H17 2.730 4.131 -5.041  -0.0002
H18 1.545 2.928 -4.364  0.0042
H19 2.841 2.485 -5.526  -0.0002
H20 2.636 -1.824 -2.252  -0.0002
H21 4.316 -1.937 -2.798  0.0000
H22 2.991 -2.424 -3.847  0.0001
H23 0.979 -0.158 -3.796  -0.0031
H24 1.721 -1.018 -5.172  -0.0004
H25 1.741 0.807 -5.050  0.0004
H26 5.276 -0.452 -4.473  -0.0001
H27 4.339 0.818 -5.347  0.0000
H28 4.154 -0.972 -5.700  0.0000
H29 3.994 -1.140 -0.751  0.0000
H30 3.593 0.064 0.364  0.0013
H31 5.244 -0.586 0.345  0.0000
H32 6.191 -0.492 -2.464  0.0000
H33 6.938 0.134 -0.963  0.0000
H34 6.730 1.176 -2.407  0.0000
H35 4.082 2.372 0.215  0.0026
H36 5.389 2.992 -0.936  -0.0003
H37 5.874 1.997 0.359  0.0002
C27 -3.295 -4.409 4.452  0.0002
C28 -3.868 -5.336 3.343  -0.0004
C29 -5.180 -5.901 3.843  -0.0001
C30 -2.924 -6.463 2.999  0.0000
C31 -4.053 -4.504 2.079  0.0006
C32 -5.263 -4.390 1.403  0.0005
C33 -5.420 -3.632 0.187  0.0002
C34 -4.295 -2.909 -0.219  0.0032
O3 -4.110 -2.018 -1.291  0.0016
B1 -2.725 -1.673 -1.281  0.0050
O4 -2.140 -2.088 -0.040  -0.0008
C35 -3.086 -2.985 0.545  -0.0002
C36 -2.909 -3.772 1.660  -0.0036
H38 -2.833 -4.922 5.306  0.0000
H39 -4.123 -3.791 4.830  0.0001
H40 -2.619 -3.718 3.962  0.0000
H41 -4.997 -6.507 4.731  0.0000
H42 -5.688 -6.585 3.112  0.0000
H43 -5.928 -5.127 4.003  0.0001
H44 -2.790 -7.137 3.847  0.0000
H45 -1.987 -6.115 2.634  0.0000
H46 -3.375 -7.063 2.157  0.0000
H47 -6.059 -5.036 1.777  -0.0001
H48 -6.386 -3.598 -0.349  0.0000
H49 -1.919 -3.938 2.109  0.0002

Atoms 1-3, force components in eV/Å:
-1.5770 -2.1348 0.9797
3.5731 3.0620 0.5491
-2.0788 -1.4645 -1.0159

Calculated values
E_HOMO (spin up / spin down)   -2.909 / -3.056 eV
E_tot   -6371.21363 Eh
Charge   -1
Spin multiplicity   4
Energy above the lowest of the compared OMol25 structures with the same formula, charge and spin   78.91 kJ/mol
⟨S²⟩   3.875
Lowest unoccupied orbital energy (spin up / spin down)   0.0831 / 0.0800 Ha

The evaluated maximum force for the records listed, in turn: 1.24 1.80 4.74 eV Å⁻¹.